# C6H7PS4

The molecule C6H7PS4 (ωB97M-V/def2-TZVPD, OMol25).

Output
- Orbital gap: 0.335 Ha
- HOMO energy: -0.3265 hartree
- Spin multiplicity: 1
- ΔE to the lowest compared entry with this formula, charge and spin: 0.0 kcal per mole
- SMILES string: SP(S)SSc1ccccc1

```
18
C6H7PS4 (ωB97M-V/def2-TZVPD)
C -2.7126 -0.7539 0.2638
C -2.0672 -0.1613 1.3715
C -2.2920 -0.4220 -1.0607
C -1.0453 0.7197 1.1147
C -1.2270 0.5079 -1.2828
C -0.6509 1.0414 -0.1501
P 3.1368 0.0253 -0.8603
S 4.7303 -0.6099 0.4309
S 1.7924 -1.6496 -0.6456
S 0.6858 2.2184 -0.4186
S 2.2419 1.2841 0.5913
H -3.5461 -1.4167 0.4422
H -2.4304 -0.3996 2.3152
H -2.8255 -0.8087 -1.9206
H -0.7733 1.4485 1.9738
H -0.7889 0.6770 -2.2083
H 2.2003 -1.3857 0.6070
H 5.5719 -0.3150 -0.5634
```